Density functional theory data (ωB97M-V/def2-TZVPD) for C41H42OsP2 as an isolated structure in a non-equilibrium geometry.

CARTESIAN COORDINATES (ANGSTROEM)
Os 0.128880 0.602972 1.222136
C -1.568336 1.072761 -2.828036
C -1.659416 -0.258757 -2.756994
C -1.083930 -1.214450 -3.753665
C 0.245207 -0.787288 -4.402863
C 1.181421 -0.020997 -3.500083
C 1.219487 1.299480 -3.330174
C 0.306099 2.297933 -3.979636
C -1.177327 1.878647 -4.030689
C 1.506043 0.612031 2.768855
H -1.934432 1.721896 -2.029769
H -2.412925 -0.722537 -2.107714
H -1.837590 -1.371125 -4.538094
H -0.952277 -2.187601 -3.267985
H 0.756517 -1.709084 -4.704840
H 0.020679 -0.248065 -5.331894
H 1.989560 -0.638715 -3.091088
H 2.093495 1.776595 -2.888079
H 0.645101 2.536767 -5.001115
H 0.375070 3.237483 -3.412434
H -1.786001 2.800871 -4.016263
H -1.424850 1.369107 -4.977081
H 1.079693 1.441943 3.365901
H 2.559025 0.843981 2.568100
H 1.444249 -0.292636 3.390329
P -1.070866 -1.113100 0.271572
P 2.082579 -0.023435 0.283540
C 0.169750 -1.740028 -0.878794
C 1.470017 -1.322591 -0.828443
C -2.143000 -2.538812 0.561628
C -2.400258 -3.506799 -0.434401
C -3.310398 -4.540462 -0.183689
C -3.936002 -4.638633 1.066910
C -3.646490 -3.710551 2.079956
C -2.780959 -2.653269 1.816713
C -2.315566 0.279925 -0.047527
C -1.721146 1.584830 0.094805
C -2.614127 2.720162 0.168134
C -3.955456 2.559330 -0.153799
C -4.482119 1.272490 -0.365688
C -3.694219 0.131068 -0.201016
C 3.524699 -0.929913 0.941557
C 3.298207 -2.168531 1.565705
C 4.374514 -2.982878 1.916113
C 5.684560 -2.557478 1.679912
C 5.910607 -1.294150 1.132418
C 4.841951 -0.471301 0.787299
C 2.780917 1.655557 -0.069631
C 2.515622 2.781017 0.736965
C 2.996930 4.046974 0.375742
C 3.634438 4.215361 -0.858501
C 3.907442 3.104090 -1.671697
C 3.575105 1.817190 -1.220280
H -0.092756 -2.590087 -1.514193
H 2.222143 -1.913299 -1.356713
H -1.902800 -3.443736 -1.406368
H -3.521849 -5.269816 -0.974227
H -4.638438 -5.448378 1.262086
H -4.096718 -3.801587 3.072816
H -2.595892 -1.894385 2.581255
H -0.721451 1.833424 -0.397835
H -2.216347 3.701833 0.446243
H -4.631256 3.423708 -0.209632
H -5.532769 1.153271 -0.622864
H -4.126290 -0.873318 -0.243986
H 2.279910 -2.506441 1.766209
H 4.179704 -3.957342 2.359389
H 6.524927 -3.203634 1.923167
H 6.925471 -0.943143 0.954988
H 5.035489 0.524448 0.395648
H 1.882323 2.673050 1.630247
H 2.826686 4.894749 1.050210
H 3.892874 5.219694 -1.189134
H 4.356525 3.238452 -2.663170
H 3.830547 0.924949 -1.802548
C -2.624597 0.375851 5.295027
C -1.728474 -0.646578 4.984865
C -1.035360 -0.640813 3.777131
C -1.156457 0.434654 2.890590
C -2.058106 1.449393 3.195252
C -2.791600 1.409914 4.382530
H -3.186957 0.353283 6.226284
H -1.580174 -1.464874 5.683184
H -0.405254 -1.484767 3.500911
H -2.215164 2.254698 2.494671
H -3.508035 2.199573 4.575615

Forces on atoms 1 to 6 (eV/Å):
Os -1.84 1.79 3.62
C -0.90 0.18 -0.26
C -0.78 0.06 -0.54
C -0.33 -0.03 -0.29
C -0.16 -0.22 -0.06
C 0.62 -0.02 -0.46

## Properties
gap between HOMO and LUMO (spin up / spin down)	6.79 / 5.24	eV
relative energy (zero: lowest compared OMol25 entry of this formula, charge and spin)	0.0	kcal per mole
expectation value of S²	6.025
multiplicity	5
E	-2360.05241	hartree
E_HOMO (spin up / spin down)	-0.4793 / -0.4993	Ha
charge	+2



Density functional theory data (ωB97M-V/def2-TZVPD) for C41H43BKN15OS2 as an isolated structure.

CARTESIAN COORDINATES (ANGSTROEM)
K -0.393882 -2.065481 -0.230141
C 2.692241 -4.360428 -2.425072
C 3.128701 -3.037719 -1.875684
C 4.246160 -2.267486 -2.257972
C 4.194547 -1.162069 -1.443437
N 3.126414 -1.288410 -0.620742
N 2.453639 -2.432174 -0.908212
B 2.607650 -0.167771 0.324964
N 1.968997 -0.730327 1.640771
C 2.257795 -0.232820 2.866377
C 1.695290 -1.056974 3.813008
C 1.060814 -2.064501 3.065649
C 0.294675 -3.244977 3.583363
N 1.231055 -1.867010 1.769227
N 1.698425 0.777016 -0.487628
C 2.109361 1.769472 -1.310939
C 1.083508 2.070971 -2.170204
C 0.049658 1.185481 -1.810816
C -1.309661 1.045323 -2.414979
N 0.430530 0.412320 -0.803886
N 3.859968 0.629180 0.795266
C 5.002735 0.074882 1.261701
C 5.727921 1.056234 1.890537
C 4.923517 2.212329 1.779488
C 5.192297 3.591407 2.290588
N 3.800719 1.941830 1.132495
H 3.554547 -4.950338 -2.738931
H 2.038732 -4.256942 -3.294088
H 2.163358 -4.935125 -1.666348
H 4.983231 -2.502656 -3.008367
H 4.841514 -0.303281 -1.382321
H 2.847320 0.662964 2.975917
H 1.742437 -0.962385 4.886409
H 0.253117 -3.220469 4.671796
H 0.747419 -4.186264 3.269323
H -0.732619 -3.254668 3.202233
H 3.088875 2.200721 -1.200153
H 1.056593 2.846553 -2.917830
H -1.812271 2.014057 -2.473582
H -1.928977 0.367323 -1.825678
H -1.256864 0.634165 -3.426449
H 5.206590 -0.974312 1.118026
H 6.695555 0.956881 2.355807
H 6.233446 3.875934 2.131184
H 4.991464 3.666379 3.361708
H 4.553320 4.308166 1.776824
S -2.666556 -4.631347 -2.092404
C -1.129599 -5.409816 -1.868559
C -0.474512 -5.900022 -3.030376
N 0.070237 -6.294745 -3.968432
C -0.639853 -5.668863 -0.580608
S -1.192327 -5.075167 0.885607
C 0.451718 -6.620273 -0.504695
N 1.311523 -7.378348 -0.412254
C -0.216593 -2.043307 -5.965083
C 0.490691 -2.215777 -4.788187
C -0.173187 -2.528208 -3.605849
C -1.550184 -2.645539 -3.614635
C -2.268852 -2.483780 -4.793434
C -1.600644 -2.182450 -5.966222
N -2.256106 -2.916024 -2.385917
N -3.231674 -2.031743 -2.153064
C -3.846910 -2.129875 -0.902520
C -5.226418 -1.910887 -0.832906
C -5.825778 -1.915058 0.410348
C -5.045516 -2.123853 1.540527
C -3.685912 -2.310937 1.365522
N -3.089714 -2.311165 0.177473
H 0.305775 -1.802842 -6.882630
H 1.568990 -2.111567 -4.770079
H 0.420877 -2.638895 -2.706712
H -3.345745 -2.586965 -4.770106
H -2.158478 -2.054576 -6.885857
H -5.787578 -1.750357 -1.743079
H -6.893806 -1.758373 0.500916
H -5.475025 -2.130580 2.533246
H -3.036637 -2.471748 2.220701
C -3.034781 6.686309 0.027573
C -1.739214 6.519300 0.810503
N -1.672425 5.251729 1.532381
C -2.310506 5.216446 2.841398
C -1.474564 5.848917 3.944944
C -1.335433 4.143214 0.798163
O -1.104119 4.220090 -0.396539
C -1.265012 2.829941 1.514891
C -0.578423 2.638406 2.705951
C -0.588965 1.384374 3.289397
C -1.294568 0.365932 2.659581
N -1.926969 0.528264 1.502266
C -1.887373 1.731580 0.937601
H -3.072867 7.669534 -0.445881
H -3.906003 6.598099 0.681096
H -3.101061 5.923913 -0.747353
H -1.626185 7.322323 1.541550
H -0.887305 6.566055 0.136002
H -2.552076 4.185429 3.089682
H -3.266776 5.744611 2.765862
H -0.523102 5.330772 4.067266
H -2.010763 5.805364 4.895205
H -1.259850 6.897294 3.730752
H -0.034953 3.457787 3.160521
H -0.047467 1.177094 4.201238
H -1.324003 -0.626417 3.099633
H -2.377306 1.841723 -0.023618

Forces on atoms 1 to 6 (eV/Å):
K -0.12 -0.32 -0.15
C 0.04 0.04 0.05
C 0.01 -0.03 -0.10
C -0.05 0.00 0.03
C -0.08 -0.06 0.06
N 0.10 -0.03 -0.13

## Properties
gap between HOMO and LUMO (spin up / spin down)	7.21 / 7.07	eV
relative energy (zero: lowest compared OMol25 entry of this formula, charge and spin)	21.6	kcal per mole
expectation value of S²	0.758
multiplicity	2
E	-3906.11164	hartree
E_HOMO (spin up / spin down)	-0.1916 / -0.1982	Ha
charge	-1



Density functional theory data (ωB97M-V/def2-TZVPD) for C41H43BrN6NaO8PSi2 as an isolated structure in a non-equilibrium geometry.

CARTESIAN COORDINATES (ANGSTROEM)
Na -0.355052 -0.430186 -0.709919
N 1.377350 1.956745 2.419983
P 0.852061 2.786491 0.999816
C 0.250402 4.375435 1.753510
C 1.014648 5.275632 2.502037
C 0.454362 6.479944 2.914367
C -0.877631 6.770962 2.610759
C -1.662818 5.867775 1.918211
C -1.081711 4.691616 1.470212
C 2.462744 3.307188 0.245345
C 2.721466 4.522743 -0.263341
C 3.847980 4.765431 -1.192124
C 4.795720 3.865069 -1.414881
C 4.783134 2.539363 -0.705023
C 3.380753 2.185421 -0.110694
C 1.386553 0.576168 2.676719
C 1.757134 0.179022 3.972053
C 1.940548 -1.174741 4.263310
C 1.780435 -2.090535 3.253510
C 1.335789 -1.608477 2.020183
N 1.152614 -0.310806 1.723788
H 1.633309 2.493030 3.243373
H 2.063337 5.073302 2.693814
H 1.040859 7.176073 3.486484
H -1.323649 7.693366 2.928790
H -2.701839 6.082717 1.701974
H -1.658909 3.990809 0.865698
H 2.102282 5.387627 -0.033210
H 3.838272 5.717329 -1.687901
H 5.581317 4.080799 -2.126476
H 5.603028 2.433078 0.009217
H 3.461520 1.499639 0.736667
H 1.878434 0.915048 4.763105
H 2.211719 -1.444394 5.276400
H 1.952196 -3.148604 3.365722
H 1.120582 -2.317715 1.233013
O 6.762091 0.369603 -1.424417
C 5.415449 0.133814 -1.343640
C 4.831275 -1.007549 -0.994548
C 3.374688 -1.038774 -0.783442
N 2.582283 -0.047572 -0.889167
C 3.130485 1.232207 -1.311879
Br 1.974885 1.792622 -2.772641
C 4.624400 1.343158 -1.667623
H 7.235104 -0.408353 -1.106933
H 5.428450 -1.882540 -0.803481
H 2.922331 -1.995841 -0.475335
H 4.825068 1.587049 -2.728264
O 1.472294 -1.850858 -4.792545
C 0.660391 -1.981956 -3.852415
O -0.161128 -1.155837 -3.390185
C 0.664538 -3.364850 -3.223518
C 0.499159 -4.414190 -4.059975
C 0.550326 -5.710653 -3.568776
C 0.814235 -5.944663 -2.251742
C 1.033935 -4.892736 -1.410608
C 0.821137 -3.536729 -1.774531
O 0.791929 -2.545995 -1.006442
N 1.459104 -5.279247 -0.058333
O 1.287783 -6.437130 0.253598
O 2.055155 -4.497562 0.644006
N 0.329547 -6.800950 -4.487161
O 0.088080 -6.538683 -5.651795
O 0.369472 -7.942278 -4.057756
H 0.409562 -4.225889 -5.131531
H 0.899019 -6.958614 -1.922221
C -2.400023 1.454958 2.601377
Si -3.042976 -0.252870 2.008913
C -4.863199 -0.253837 2.634298
C -2.139069 -1.555544 3.067903
C -2.953026 -0.450892 0.179248
C -2.993015 0.758353 -0.620675
C -4.132933 1.150390 -1.390250
C -4.079210 2.269396 -2.181395
C -2.911928 3.011078 -2.206474
C -1.838714 2.587204 -1.434274
N -1.854183 1.501941 -0.667447
Si -3.626532 -2.066934 -0.534841
C -2.657883 -3.568214 0.123489
C -5.439254 -2.481906 -0.097071
C -3.424083 -2.070685 -2.407067
H -2.626410 1.645144 3.661500
H -2.867114 2.257735 2.013348
H -1.325573 1.587598 2.484776
H -4.893465 -0.134917 3.737398
H -5.411087 -1.188131 2.418803
H -5.429986 0.574411 2.183239
H -2.353958 -1.322336 4.113964
H -1.063083 -1.482311 2.940781
H -2.426412 -2.589693 2.859749
H -5.002264 0.504000 -1.400246
H -4.908963 2.527024 -2.820126
H -2.774046 3.871368 -2.878690
H -0.919607 3.151682 -1.495547
H -2.931783 -3.732951 1.161208
H -1.563833 -3.393041 0.085557
H -2.883878 -4.449539 -0.497376
H -5.505666 -2.680915 0.997079
H -5.762622 -3.387970 -0.638875
H -6.155314 -1.672739 -0.319240
H -2.397583 -1.862245 -2.708446
H -4.045011 -1.341975 -2.952537
H -3.666304 -3.074004 -2.783246

Forces on atoms 1 to 6 (eV/Å):
Na 0.39 -0.34 -0.36
N -0.09 -0.11 0.22
P 0.45 0.00 0.03
C -0.02 -0.18 -0.26
C -0.15 0.11 -0.25
C -0.37 -0.36 -0.13

## Properties
gap between HOMO and LUMO	5.09	eV
E	-6175.26460	hartree
E_HOMO	-0.0616	Ha
charge	-2



Density functional theory data (ωB97M-V/def2-TZVPD) for C41H43GdN6O12PSSeSi2 as an isolated structure in a non-equilibrium geometry.

CARTESIAN COORDINATES (ANGSTROEM)
Gd -14.739329 1.967123 15.770995
O -17.120953 1.262925 15.448779
S -17.663521 2.643559 15.135157
O -18.974214 2.943332 15.634852
O -16.579856 3.534491 15.572486
C -17.882663 2.637247 13.314013
C -19.197017 2.390602 12.873466
C -19.531640 2.374082 11.546369
C -18.598772 2.784974 10.565968
C -17.246014 3.026153 10.968580
C -16.882339 2.897496 12.298760
P -15.280232 3.468044 12.861118
C -15.548624 5.241644 12.737263
C -15.980495 5.885307 11.562940
C -16.328466 7.236069 11.573838
C -15.963050 8.033332 12.700756
C -15.440772 7.393862 13.848806
C -15.185064 6.018480 13.820848
C -14.151942 3.115328 11.471708
C -13.219287 4.094951 11.089266
C -12.256530 3.683151 10.142562
C -12.257288 2.473116 9.514150
C -13.128984 1.469537 10.084987
C -14.058751 1.796934 11.091645
H -19.865193 2.137594 13.664514
H -20.565940 2.007961 11.272120
H -18.916369 2.749393 9.501992
H -16.426887 3.078528 10.266028
H -16.095110 5.237526 10.645191
H -16.815208 7.683956 10.748525
H -16.200598 9.105909 12.690669
H -15.249354 7.978496 14.800034
H -14.769784 5.515395 14.699647
H -13.238312 5.070818 11.629301
H -11.589228 4.380447 9.738159
H -11.623200 2.351749 8.636277
H -13.161558 0.502386 9.589148
H -14.675286 1.032480 11.471546
O -17.589047 -5.730868 15.853151
N -17.529266 -4.814823 15.015652
O -18.233957 -4.637351 14.028646
C -16.802627 -3.621030 15.420749
C -16.447290 -3.400805 16.712456
C -15.887235 -2.134887 16.950115
C -15.307203 -1.267091 16.018784
O -14.474839 -0.274969 16.278020
C -15.809426 -1.497338 14.730135
C -16.655353 -2.590197 14.425589
N -15.501113 -0.572712 13.647053
O -14.772686 0.512899 13.866151
O -15.868694 -0.900883 12.502290
N -15.890516 -1.854971 18.422044
O -15.220897 -0.892530 18.786473
O -16.733888 -2.530846 19.083028
H -16.637920 -4.135269 17.478854
H -17.206155 -2.706405 13.461512
C -11.653508 -1.179514 17.362232
Si -10.987562 -0.072657 15.985817
C -10.964384 -1.169154 14.286294
C -9.181512 -0.122863 16.653893
C -11.936747 1.392621 15.350266
Si -10.922406 2.963024 15.319808
C -9.381254 2.846538 14.146463
C -11.684685 4.527967 14.621410
C -10.199336 3.062640 17.074048
H -10.849602 -1.826570 17.736775
H -12.477911 -1.834160 17.008930
H -11.973108 -0.600228 18.225027
H -10.480209 -2.115552 14.585581
H -10.383105 -0.627230 13.487313
H -12.023403 -1.457494 14.057102
H -8.944665 -1.184665 16.870457
H -8.981037 0.401917 17.551285
H -8.429601 0.097918 15.843623
H -12.243852 1.073678 14.328898
H -9.620851 3.260856 13.171807
H -9.031357 1.822083 13.864486
H -8.556067 3.383739 14.595914
H -11.963796 4.448634 13.547401
H -10.971082 5.349668 14.631386
H -12.569605 4.894471 15.201407
H -10.285879 4.108844 17.350148
H -9.151715 2.874255 16.936244
H -10.679430 2.309446 17.773265
Se -9.359594 -1.227502 20.713414
N -9.211247 -2.633378 19.479716
C -8.760350 -3.620385 20.173563
C -8.271871 -4.836082 19.565709
C -7.749317 -5.817885 20.372904
C -7.877484 -5.794800 21.819086
C -8.403810 -4.715267 22.468523
C -8.701842 -3.547665 21.650111
N -8.899689 -2.324358 22.111206
H -8.351645 -4.998729 18.539518
H -7.182071 -6.618275 19.899217
H -7.440011 -6.692619 22.344643
H -8.604629 -4.632092 23.558495
O -14.294233 6.546547 16.755451
C -14.248810 5.593892 17.495540
C -14.289269 5.685075 19.066782
C -14.336069 4.218963 19.446180
C -14.444141 3.513520 18.114930
O -14.660542 2.268889 17.994076
N -14.193488 4.338928 17.046332
H -15.203020 6.180944 19.404385
H -13.375507 6.156577 19.362126
H -15.189140 3.812781 19.984740
H -13.415976 3.888943 20.028623

Forces on atoms 1 to 6 (eV/Å):
Gd 1.89 -0.13 -0.26
O -0.86 0.98 -0.59
S 0.45 -1.98 0.06
O 0.25 -0.09 0.04
O -0.58 0.90 -0.57
C 0.27 0.67 -1.71

## Properties
gap between HOMO and LUMO (spin up / spin down)	5.20 / 5.77	eV
expectation value of S²	16.098
multiplicity	8
E	-7305.04204	hartree
E_HOMO (spin up / spin down)	-0.1794 / -0.2001	Ha
charge	-1